74
Properties=species:S:1:pos:R:3:forces:R:3 method="wB97M-V/def2-TZVPD" spin_multiplicity=4 s_squared=3.7706 orbital_gap_ha="0.2120 / 0.2630" total_charge=-1 largest_force_ha_per_bohr=0.01215 e_lumo_ha="0.08210 / 0.08205"
V 0.662928 -0.222006 -0.583096 -0.16 -0.59 -0.13
I 0.750323 -2.502825 -2.239685 -0.11 -0.01 0.02
C -0.902673 -3.257993 -1.188469 -0.02 -0.07 -0.06
C -1.574573 -4.315365 -1.728923 0.05 0.00 -0.06
C -2.624431 -4.909250 -0.999245 -0.04 0.01 0.07
C -2.921060 -4.452161 0.252083 -0.01 -0.02 -0.04
C -2.210964 -3.367564 0.824702 0.01 0.00 -0.03
C -2.477594 -2.951293 2.151155 0.02 0.04 0.04
C -1.744740 -1.934086 2.695616 -0.04 -0.05 -0.01
C -0.784570 -1.251936 1.922161 0.07 0.07 -0.04
C -0.499895 -1.548615 0.600670 -0.06 -0.17 0.12
C -1.195331 -2.695306 0.081175 -0.03 0.00 0.10
H -1.301426 -4.705509 -2.700613 0.00 0.01 0.01
H -3.171250 -5.738626 -1.431149 0.00 0.00 0.01
H -3.703645 -4.921639 0.839237 0.01 0.00 -0.01
H -3.242311 -3.469545 2.720624 0.01 0.01 0.00
H -1.908937 -1.632552 3.725417 -0.02 0.00 0.00
H -0.257320 -0.433428 2.402418 0.02 0.03 0.00
Br 2.470580 -2.887307 2.278452 0.00 -0.09 0.04
C 3.724617 -1.544473 2.810471 0.01 0.14 -0.06
Br 2.864245 0.067595 3.448336 -0.01 0.02 0.02
H 4.323090 -1.264516 1.951727 -0.01 -0.05 0.07
H 4.323634 -1.924960 3.626006 0.01 -0.03 -0.01
N 5.487263 1.244084 -6.168924 0.04 -0.01 -0.02
C 5.203175 0.870398 -4.852886 -0.04 0.00 0.06
C 5.720836 1.600301 -3.781296 -0.01 -0.03 -0.03
C 5.458750 1.216866 -2.477671 0.01 0.08 0.01
C 4.683775 0.095301 -2.229590 -0.02 -0.03 0.02
C 4.190555 -0.654821 -3.287658 -0.03 -0.06 0.00
C 4.441098 -0.269837 -4.591266 0.03 0.04 -0.01
S 4.321295 -0.411645 -0.572990 0.05 -0.16 0.06
O 4.237635 -1.849255 -0.592426 -0.03 0.03 -0.04
O 5.306015 0.191114 0.293561 -0.03 0.00 -0.05
N 2.832081 0.111850 -0.210388 0.19 0.03 -0.23
C 2.568618 1.435502 -0.198551 0.14 0.36 0.05
N 1.265437 1.684003 0.116384 0.12 0.34 -0.01
C 0.844813 2.942086 0.081315 0.06 -0.03 0.08
C 1.702937 3.986014 -0.215202 -0.02 -0.03 0.02
C 3.008441 3.633454 -0.528461 -0.05 -0.03 0.02
N 3.452018 2.386870 -0.540845 -0.02 0.11 0.14
H 5.709976 2.219393 -6.289806 -0.03 -0.02 0.01
H 4.815880 0.924298 -6.848929 0.00 0.02 0.02
H 6.326197 2.478946 -3.976168 0.00 -0.01 0.00
H 5.836426 1.786574 -1.640204 0.00 -0.03 -0.02
H 3.628249 -1.557322 -3.081834 -0.01 0.03 0.01
H 4.047916 -0.856398 -5.413957 0.01 0.01 0.00
H -0.205845 3.092274 0.298959 -0.03 0.02 -0.02
H 1.365925 5.011375 -0.231422 0.00 -0.01 0.00
H 3.733102 4.396526 -0.800446 0.00 -0.01 0.00
C -4.903730 0.342760 4.114861 0.00 0.01 0.03
Ge -4.312331 2.205590 4.214278 -0.01 -0.01 -0.05
C -2.758016 2.346126 5.393763 0.01 -0.01 0.01
C -5.780927 3.311672 4.918765 0.00 0.00 0.01
C -3.786199 2.850596 2.434371 0.04 0.02 0.04
Se -2.374237 1.722188 1.664771 -0.22 0.10 0.09
C -3.556627 0.484995 0.755683 0.12 -0.14 -0.08
H -5.150720 -0.026969 5.111932 0.00 0.02 -0.01
H -4.110247 -0.282529 3.703942 0.01 0.00 0.00
H -5.788787 0.241091 3.484801 0.01 0.01 0.00
H -2.948156 1.857916 6.350878 -0.02 0.01 -0.01
H -2.507523 3.390946 5.586371 -0.01 -0.01 -0.01
H -1.897740 1.862702 4.928139 -0.03 0.01 0.00
H -6.122975 2.933287 5.884197 0.02 0.00 -0.02
H -6.630138 3.307005 4.232949 0.02 -0.01 0.01
H -5.458853 4.345826 5.054314 0.00 -0.02 -0.01
H -3.380532 3.861086 2.502982 -0.01 0.01 0.04
H -4.622726 2.887867 1.735130 0.02 -0.03 0.00
H -4.234485 0.011844 1.461506 0.02 0.02 0.01
H -2.909885 -0.271671 0.312833 -0.05 0.00 -0.02
H -4.107763 0.998902 -0.028753 0.01 0.03 0.00
F -1.904006 -0.326717 -2.306535 0.02 0.06 0.01
C -1.025314 0.563591 -1.656409 0.06 0.07 -0.09
F -0.357124 1.239338 -2.741516 0.01 0.02 -0.12
H -1.692328 1.353067 -1.281022 -0.05 -0.02 0.06

20
Properties=species:S:1:pos:R:3:forces:R:3 method="wB97M-V/def2-TZVPD" smiles=CNCCCO.O spin_multiplicity=1 orbital_gap_ha=0.3377 total_charge=0 largest_force_ha_per_bohr=0.11184 e_lumo_ha=0.02612
C -0.244257 2.705393 0.692903 1.77 -0.49 -1.49
N 0.004612 1.431138 -0.085849 -2.94 0.38 4.31
C 0.466482 0.324391 0.747231 1.43 -0.24 0.73
C -0.421582 -0.953056 0.736626 0.48 1.98 1.03
C -0.119578 -1.779538 2.115642 -3.77 0.22 -4.33
O -0.929246 -2.965339 1.897558 2.59 -2.49 2.43
H -0.852050 3.529265 0.224530 1.71 -0.47 -0.97
H -1.087780 2.498063 1.300123 0.14 -0.83 2.13
H 0.822120 2.990996 1.112914 -2.71 0.17 -0.10
H 0.424593 1.491996 -0.917359 2.08 0.66 -3.51
H 1.407477 -0.142222 0.341084 -0.12 1.22 0.50
H 0.687326 0.710618 1.823177 -0.42 -0.65 -1.71
H -1.468812 -0.478559 0.681665 1.14 -1.64 0.21
H -0.089074 -1.410951 -0.247205 -1.07 -0.33 1.48
H -0.685534 -1.315868 2.894443 0.76 1.10 0.90
H 0.878086 -2.101858 2.265534 1.15 0.51 0.27
H -0.397179 -3.586993 2.532047 -2.22 0.90 -1.89
O 1.050886 1.078409 -5.242913 -1.56 -3.13 -0.38
H 1.049878 0.148951 -5.695810 0.34 2.58 1.02
H 0.219165 0.960899 -4.705765 1.22 0.55 -0.62

93
Properties=species:S:1:pos:R:3:forces:R:3 method="wB97M-V/def2-TZVPD" spin_multiplicity=4 s_squared=3.7785 orbital_gap_ha="0.2369 / 0.2044" total_charge=+2 largest_force_ha_per_bohr=0.00879 e_lumo_ha="-0.23180 / -0.26433"
Tc -0.704767 -0.396398 0.143155 -0.05 -0.39 0.22
C -0.776413 -2.194260 3.702918 -0.06 0.01 0.03
C -1.947583 -1.689113 2.938010 0.10 -0.05 -0.02
N -1.953527 -1.153853 1.726522 -0.21 0.25 -0.14
C -3.279767 -0.985413 1.369462 0.07 -0.11 -0.11
C -4.079507 -1.406138 2.379388 -0.03 0.08 0.14
N -3.222189 -1.824769 3.356956 -0.05 -0.05 0.02
C -5.550006 -1.399904 2.643224 0.05 -0.05 0.07
O -6.336328 -1.063624 1.644595 -0.10 0.04 -0.04
O -5.929296 -1.688327 3.744828 0.00 -0.02 -0.02
C -3.569085 -0.509452 0.012792 0.14 -0.06 0.09
O -4.671141 -0.442246 -0.470379 0.00 0.01 -0.04
O -2.452154 -0.195639 -0.644972 -0.03 0.28 -0.07
H 0.152438 -1.782840 3.319658 0.01 0.01 -0.03
H -0.723085 -3.281372 3.615626 -0.02 0.00 0.02
H -0.862003 -1.942958 4.760477 0.02 0.01 -0.04
H -3.547381 -2.189571 4.244497 0.00 0.01 -0.01
H -5.845099 -0.847346 0.819102 0.01 -0.01 -0.01
C 2.058170 -2.654360 -0.024017 -0.04 -0.02 -0.03
C 2.388096 -1.790422 -1.243616 -0.07 0.01 0.01
C 1.593345 -2.056874 -2.521948 0.10 -0.05 0.05
C 2.373561 -0.326831 -0.826980 -0.01 0.10 0.03
C 3.196224 0.571397 -1.738543 -0.10 0.11 0.02
O 2.401280 1.777998 -1.844026 0.13 -0.05 0.02
C 1.240993 1.581172 -1.271308 -0.01 -0.04 0.03
N 1.034665 0.386424 -0.778825 0.02 -0.17 -0.03
C 0.386659 2.782962 -1.276334 0.01 0.03 -0.05
C 0.670827 3.739379 -2.250711 0.05 -0.04 -0.06
C 0.010968 4.955792 -2.263600 0.00 0.04 -0.03
C -0.920979 5.242545 -1.281782 -0.02 0.00 0.02
C -1.212248 4.296162 -0.308972 0.02 0.00 -0.04
C -0.577637 3.057566 -0.298513 -0.12 0.03 0.03
P -1.032758 1.847032 0.966658 -0.03 0.02 0.04
C -2.772676 2.175353 1.347568 0.00 0.07 0.04
C -3.202009 2.087122 2.673565 0.04 -0.04 0.01
C -4.540238 2.271636 2.985462 -0.03 0.00 -0.01
C -5.454401 2.558905 1.979588 -0.01 -0.01 0.03
C -5.030781 2.658693 0.660692 -0.03 -0.02 -0.03
C -3.697440 2.461279 0.340256 0.04 -0.05 0.01
C -0.152109 2.235569 2.489929 0.07 0.00 -0.02
C 0.422772 1.206291 3.223113 0.03 0.04 -0.02
C 1.057427 1.466425 4.428342 -0.01 -0.02 -0.01
C 1.123824 2.769273 4.896036 -0.01 0.01 0.01
C 0.560966 3.808208 4.160830 0.00 -0.01 0.00
C -0.078690 3.544627 2.961694 0.02 0.04 0.00
H 1.897554 -3.701110 -0.284236 0.00 0.01 0.00
H 1.154908 -2.303365 0.500919 0.04 0.00 0.01
H 2.871698 -2.603245 0.701778 -0.01 -0.02 -0.02
H 3.436841 -2.003086 -1.477120 0.02 0.03 0.00
H 0.550419 -1.760280 -2.432525 -0.03 0.05 -0.02
H 1.626019 -3.115087 -2.785861 0.00 0.02 0.02
H 2.015147 -1.502954 -3.363286 -0.02 -0.03 0.02
H 2.768184 -0.249130 0.186716 0.04 0.03 0.05
H 3.339351 0.175566 -2.741816 -0.02 0.02 -0.04
H 4.146679 0.853094 -1.296478 0.04 0.01 -0.01
H 1.421565 3.530126 -2.999836 -0.03 0.00 0.03
H 0.237273 5.681140 -3.033952 -0.01 -0.02 0.02
H -1.431073 6.197261 -1.272303 0.01 -0.03 0.00
H -1.962484 4.521149 0.435926 -0.01 0.01 0.03
H -2.490786 1.879283 3.464596 -0.02 0.02 0.00
H -4.869018 2.200897 4.014580 0.01 0.01 -0.02
H -6.498656 2.706071 2.224483 0.03 0.00 -0.01
H -5.744239 2.876077 -0.123997 0.03 0.00 0.02
H -3.383051 2.515010 -0.695329 -0.01 0.01 0.02
H 0.402157 0.195918 2.833599 0.00 -0.03 0.00
H 1.512334 0.660352 4.989475 0.00 0.01 0.00
H 1.612032 2.979684 5.839772 -0.01 0.00 -0.03
H 0.612457 4.824895 4.529596 0.00 -0.03 -0.01
H -0.514616 4.360860 2.398007 0.00 -0.02 0.01
C 3.952653 4.898971 2.766470 -0.01 -0.02 0.01
N 4.473010 3.652798 3.276429 0.09 0.01 0.02
C 5.326174 3.617466 4.464750 -0.06 0.01 -0.07
C 5.745421 2.144374 4.540473 -0.09 -0.05 -0.07
N 4.775813 1.514592 3.637480 0.03 0.09 0.06
C 4.178995 2.428318 2.830793 0.00 0.02 0.04
S 3.217656 2.041224 1.507486 0.06 -0.02 -0.07
H 4.770531 5.545210 2.444747 -0.01 -0.01 0.01
H 3.304297 4.686995 1.920832 0.00 -0.01 -0.01
H 3.382430 5.414937 3.542274 0.00 0.00 0.01
H 4.760913 3.934102 5.344731 -0.03 0.00 0.00
H 6.175006 4.289179 4.345375 0.00 0.02 0.01
H 5.661877 1.744736 5.547630 0.01 -0.02 0.02
H 6.766646 1.996608 4.188299 0.01 0.00 -0.04
H 4.909801 0.586868 3.276741 0.01 -0.04 0.00
Te -1.261740 -3.186534 -0.696360 0.00 0.04 -0.13
C -2.301160 -2.997487 -2.431363 -0.03 0.03 -0.03
C -3.028688 -4.026026 -3.019012 0.05 -0.06 0.05
C -3.619998 -3.649893 -4.232677 -0.02 -0.02 -0.05
C -3.331963 -2.350276 -4.569200 -0.01 -0.01 -0.05
S -2.366645 -1.575632 -3.406961 0.00 -0.02 0.03
H -3.115733 -5.010239 -2.577773 -0.01 0.04 -0.02
H -4.228768 -4.301744 -4.842625 0.02 0.03 0.03
H -3.655588 -1.816377 -5.451690 0.02 -0.03 0.06

95
Properties=species:S:1:pos:R:3:forces:R:3 method="wB97M-V/def2-TZVPD" spin_multiplicity=3 s_squared=2.0081 orbital_gap_ha="0.2550 / 0.1327" total_charge=+1 largest_force_ha_per_bohr=0.05325 e_lumo_ha="-0.09687 / -0.21918"
Ni -9.199952 -28.308296 -12.995829 -0.22 1.07 -1.13
N -11.280176 -25.955710 -13.996532 -1.73 -1.62 0.28
O -10.223545 -26.654886 -14.044104 1.13 -0.09 0.24
O -12.289776 -26.451348 -13.482131 0.75 0.71 0.02
O -11.310484 -24.846029 -14.553127 0.62 0.73 0.31
C -15.039565 -27.338785 -15.457817 2.06 0.08 0.48
C -14.798739 -28.703100 -16.091056 -0.73 -0.45 -1.29
C -13.492266 -28.655471 -16.884239 1.24 -0.76 -0.20
C -13.082795 -30.034989 -17.413243 -0.10 -0.77 -0.17
C -12.890189 -30.997070 -16.236595 -0.38 0.25 -0.89
C -14.182390 -31.101513 -15.389838 1.16 -0.64 1.50
N -14.626214 -29.742427 -15.072731 0.61 0.44 0.21
O -15.627076 -29.703730 -14.091711 -0.34 -0.14 -0.31
C -15.223187 -32.071145 -15.984751 -0.56 1.46 -0.51
C -13.742753 -31.700240 -14.031476 0.15 -0.19 0.05
C -15.920384 -29.076271 -17.106495 -0.49 0.65 0.38
H -14.335573 -27.251973 -14.620232 -0.61 -0.39 0.52
H -16.041753 -27.064271 -15.154724 -0.08 -0.03 -0.21
H -14.494444 -26.612296 -16.070110 -1.06 0.31 -0.58
H -13.422832 -27.896319 -17.664907 -0.77 -0.02 -0.13
H -12.634618 -28.393531 -16.248582 -0.34 0.17 0.47
H -12.182764 -29.974275 -18.031309 0.16 0.12 0.25
H -13.776193 -30.582351 -18.060727 -0.37 0.74 -0.20
H -12.004283 -30.649504 -15.699237 -0.28 -0.21 0.57
H -12.697263 -31.991119 -16.647308 0.20 -0.06 0.20
H -16.192966 -31.808674 -15.551676 -0.06 -0.29 0.10
H -15.343954 -31.850694 -17.047090 0.04 -0.47 -0.08
H -15.052694 -33.126686 -15.800759 0.31 0.03 -0.03
H -13.342152 -32.710148 -14.154150 0.08 0.07 -0.21
H -12.964952 -31.069440 -13.599214 -0.05 0.02 0.06
H -14.551450 -31.788467 -13.308433 -0.14 0.17 -0.11
H -16.853925 -29.347683 -16.603231 0.13 -0.22 0.16
H -15.625010 -29.880496 -17.770226 -0.08 -0.03 0.00
H -16.226576 -28.222603 -17.717549 0.35 0.08 -0.05
H -16.427273 -30.099986 -14.477928 0.00 0.11 0.04
C -11.600080 -19.993143 -14.165930 -0.41 -1.86 0.12
C -10.563386 -20.764173 -13.297057 0.43 2.27 -0.20
C -9.836758 -19.719716 -12.386256 0.38 -0.63 -1.15
C -8.973435 -20.397877 -11.347034 -0.21 1.19 0.75
C -9.924258 -21.101562 -10.383104 1.55 -0.31 -0.78
C -10.747453 -22.162624 -11.135259 -0.37 -0.05 2.71
N -11.270965 -21.665354 -12.401088 0.43 -1.39 -0.77
O -12.099785 -22.554779 -12.998517 0.69 0.59 0.29
C -9.877548 -23.410029 -11.362984 0.52 -0.27 0.20
C -11.940456 -22.509912 -10.207945 0.42 -0.57 0.17
C -9.571278 -21.507260 -14.205088 0.40 -1.61 0.25
H -12.492678 -19.825483 -13.564037 0.14 0.78 0.01
H -11.168149 -19.132531 -14.662734 0.00 0.21 0.33
H -11.957385 -20.686409 -14.930706 0.09 0.15 -0.17
H -9.177124 -19.136537 -13.031300 -0.40 0.20 -0.17
H -10.633062 -19.084470 -11.999578 0.30 0.18 0.42
H -8.165588 -20.975720 -11.801822 -0.45 -0.57 -0.08
H -8.389500 -19.666900 -10.777965 -0.29 0.22 -0.04
H -10.513323 -20.356599 -9.851574 -0.30 -0.06 -0.19
H -9.281344 -21.583103 -9.643282 -0.51 -0.36 0.15
H -8.930214 -23.145966 -11.832595 -0.30 -0.18 -0.66
H -10.439816 -24.225405 -11.817618 0.21 0.13 -0.47
H -9.498133 -23.828738 -10.426100 -0.63 0.36 0.38
H -12.427961 -23.458869 -10.432059 -0.46 0.43 -0.70
H -12.575598 -21.630461 -10.140418 -0.45 -0.31 0.00
H -11.571163 -22.742624 -9.205415 0.40 0.53 -0.05
H -9.110895 -22.381670 -13.733486 -0.08 0.17 0.36
H -10.030389 -21.978291 -15.075132 -0.20 0.54 -0.18
H -8.705923 -20.905367 -14.474493 -0.38 0.43 -0.19
H -11.467312 -23.159100 -13.465534 -0.72 -0.76 -0.68
C -8.282330 -29.531132 -15.719834 -0.97 0.58 -0.63
C -7.184289 -28.473391 -15.559766 0.62 -0.71 0.12
C -7.359239 -27.341212 -16.592563 -0.30 1.15 0.56
C -6.616997 -26.046395 -16.257909 0.81 0.39 1.58
C -7.009098 -25.580523 -14.858749 -0.45 0.11 0.16
C -6.698819 -26.631160 -13.773435 0.13 0.94 -0.73
N -7.347855 -27.898166 -14.193489 -0.77 0.23 1.09
O -7.059091 -28.890636 -13.198584 0.33 -0.21 -0.28
C -5.173984 -26.717387 -13.588014 0.30 -1.08 -0.10
C -7.303527 -26.117980 -12.479936 -0.12 0.09 1.87
C -5.849573 -29.172468 -15.778378 0.64 -0.49 -1.58
H -9.263872 -29.042117 -15.670202 0.05 0.05 0.05
H -8.326668 -30.362195 -15.017615 0.59 0.10 0.16
H -8.221452 -29.943434 -16.727638 0.05 -0.10 0.03
H -7.065577 -27.558351 -17.617477 -0.39 -0.88 0.07
H -8.417884 -27.081680 -16.498886 -0.11 -0.02 -0.63
H -6.751604 -25.217248 -16.951001 -0.41 -0.33 -0.33
H -5.527641 -26.139533 -16.170177 0.01 -0.49 -0.56
H -8.072214 -25.326845 -14.800545 -0.08 -0.23 -0.12
H -6.479788 -24.672627 -14.556172 0.12 -0.01 -0.17
H -4.664006 -27.232157 -14.406309 -0.17 0.45 -0.29
H -4.762514 -25.719017 -13.467321 0.06 -0.02 0.01
H -4.852943 -27.333102 -12.741315 -0.36 0.32 0.36
H -6.694734 -25.340809 -12.003161 0.41 -0.06 -0.44
H -8.291937 -25.650710 -12.452437 -0.16 -0.37 -0.95
H -7.332878 -26.876630 -11.687647 0.10 -0.22 -0.23
H -5.499463 -29.928291 -15.072479 0.04 0.52 0.51
H -5.070784 -28.507136 -16.159770 0.21 0.10 0.81
H -5.954126 -29.813958 -16.662871 -0.40 0.07 0.00
H -6.122013 -29.132461 -13.305035 -0.16 -0.16 0.22

Taking the records one at a time from the top gives relative energy (zero: lowest compared OMol25 entry of this formula, charge and spin) values of 0.127; 3.427; 0.232; 0.000 eV.